1.
{"formula": "C5H32N2O11", "method": "ωB97M-V with the def2-TZVPD basis set", "elements": ["O", "C", "N", "C", "N", "C", "C", "C", "H", "H", "H", "H", "H", "H", "H", "H", "H", "H", "H", "H", "H", "H", "O", "H", "H", "O", "H", "H", "O", "H", "H", "O", "H", "H", "O", "H", "H", "O", "H", "H", "O", "H", "H", "O", "H", "H", "O", "H", "H", "O"], "coordinates": [[3.02187, 0.62579, -0.51444], [1.96949, 0.92026, 0.02156], [1.41054, 0.15389, 1.02692], [1.91585, -1.15527, 1.19495], [1.16229, -2.10858, 0.32186], [1.18255, 2.19168, -0.34739], [1.69703, 3.41591, 0.39721], [3.06288, 3.87352, -0.19699], [0.52239, 0.52161, 1.35220], [2.94942, -1.13525, 0.83038], [1.90761, -1.52258, 2.21380], [1.09926, -3.05541, 0.67807], [0.24031, -1.74870, 0.09973], [1.03341, 2.24759, -1.42432], [0.17464, 1.99170, 0.03855], [0.93341, 4.23021, 0.27727], [1.60179, 3.14786, 1.46793], [3.43953, 3.02367, -0.74721], [2.78894, 4.69228, -0.86937], [3.86885, 4.19590, 0.44190], [-2.05586, -1.46444, -0.55090], [-2.57052, -2.79087, 0.08676], [-2.73499, -1.85488, 0.04144], [-2.48928, 1.26309, 0.90300], [-1.60442, -0.02593, 0.71933], [-1.70842, 0.79502, 1.20447], [-4.51263, 2.86892, -0.48787], [-3.90819, 1.54643, 0.02278], [-3.69068, 2.36574, -0.48377], [-0.07000, -2.04771, -1.93019], [-0.75658, -0.95449, -2.64256], [-0.88483, -1.53346, -1.86921], [-4.10636, -0.51294, -0.06006], [-4.29548, -0.42206, 1.42230], [-4.42184, 0.12204, 0.61265], [-3.13557, -1.39138, 3.06734], [-4.37373, -1.09147, 3.73006], [-4.08426, -1.43344, 2.86750], [1.73385, -4.63296, -1.61754], [1.87924, -3.08856, -1.09248], [1.83597, -3.70133, -1.85272], [3.70684, -1.42183, -2.76409], [2.88376, -2.80399, -2.75371], [2.90532, -1.87562, -3.04213], [-0.40827, 0.28149, 4.24920], [-1.27456, 0.39362, 2.94492], [-1.31208, 0.22347, 3.90288], [1.42650, -1.16097, -3.85052], [1.28092, 0.28891, -3.36265], [0.76415, -0.44646, -3.67681]], "forces_ev_per_a": [[-0.08, -0.12, -0.08], [0.13, 0.76, -0.54], [0.12, 1.23, -0.59], [-0.05, -1.29, -0.49], [0.39, 0.14, -0.05], [-1.14, -1.40, 1.08], [-0.47, 0.74, 0.01], [-1.16, -0.12, -0.04], [0.08, -0.67, 0.19], [-0.22, 0.06, 0.25], [-0.13, 0.30, 0.39], [-0.19, 0.26, 0.47], [0.10, -0.14, 0.12], [0.60, 0.31, -0.09], [-0.06, 0.22, -0.17], [0.69, -0.62, 0.04], [0.75, 0.28, -0.34], [0.31, 0.01, -0.39], [0.53, -0.16, -0.15], [-0.11, 0.21, 0.64], [-0.26, -0.89, -0.33], [0.14, -0.46, -0.20], [0.25, 0.89, 0.24], [-0.12, -0.02, -0.19], [-0.61, -0.02, -0.20], [1.31, 0.04, 0.64], [0.15, -0.07, 0.03], [-0.58, 0.40, -0.47], [0.17, 0.01, 0.19], [0.07, -0.15, 0.14], [0.04, 0.12, 0.15], [0.03, 0.04, -0.21], [-0.31, 0.30, 0.28], [-0.16, 0.42, -0.04], [-0.09, -0.83, -0.14], [0.22, -0.16, -0.61], [-0.63, -0.06, -0.39], [0.56, 0.25, 1.18], [0.06, 0.49, 0.35], [-0.32, -0.15, 0.38], [-0.24, -1.01, -0.48], [-0.06, -0.26, 0.07], [0.21, 0.26, 0.05], [0.48, 0.51, -0.63], [-0.42, 0.00, -0.24], [-0.14, 0.27, 0.12], [0.33, -0.28, 0.17], [-0.35, 0.81, 0.49], [0.37, 0.28, 0.21], [-0.21, -0.70, -0.85]], "e_homo_ev": -9.81, "multiplicity": 1, "smiles": "CCCC(=O)NCN.O.O.O.O.O.O.O.O.O.O", "e_tot_ev": -31208.0985, "orbital_gap_ha": 0.3633, "de_lowest_kcal_mol": 43.27, "e_lumo_ev": 0.1}

***

2.
{"formula": "C41H40N7ORuS2Sb", "method": "ωB97M-V with the def2-TZVPD basis set", "elements": ["Ru", "N", "C", "N", "C", "N", "N", "C", "C", "C", "C", "C", "C", "N", "C", "C", "C", "C", "C", "C", "H", "H", "H", "H", "H", "H", "H", "H", "H", "H", "H", "C", "C", "C", "C", "N", "C", "S", "N", "C", "H", "H", "H", "H", "H", "H", "H", "H", "S", "Sb", "C", "C", "C", "C", "C", "C", "C", "C", "C", "C", "C", "C", "C", "C", "C", "C", "C", "C", "H", "H", "H", "H", "H", "H", "H", "H", "H", "H", "H", "H", "H", "H", "H", "C", "C", "C", "O", "H", "H", "H", "H", "H", "H"], "coordinates": [[-0.77212, -0.12178, 1.69475], [-4.86475, 0.53453, -0.33106], [-3.81628, -0.13232, 0.13430], [-3.12755, 0.22462, 1.18193], [-3.51803, 1.37171, 1.88268], [-2.93153, 1.65433, 2.99606], [-1.92613, 0.85613, 3.33427], [-1.83778, 0.32077, 4.48975], [-0.75877, -0.62059, 4.72390], [-0.30972, -0.96136, 5.99201], [0.69080, -1.91340, 6.11422], [1.19823, -2.51228, 4.97010], [0.70202, -2.12027, 3.73709], [-0.24759, -1.19408, 3.61784], [-4.58838, 2.19480, 1.36786], [-4.96312, 3.40731, 1.95234], [-5.98910, 4.14463, 1.40415], [-6.67778, 3.67459, 0.28384], [-6.33230, 2.47101, -0.29729], [-5.28208, 1.73678, 0.23895], [-5.38434, 0.16734, -1.11489], [-3.52053, -1.02587, -0.40179], [-2.60082, 0.48531, 5.24578], [-0.74200, -0.48201, 6.86004], [1.06093, -2.18840, 7.09284], [1.94765, -3.28868, 5.02664], [1.05468, -2.56710, 2.81570], [-4.43659, 3.74016, 2.83586], [-6.26786, 5.08998, 1.84849], [-7.49641, 4.24896, -0.12709], [-6.87045, 2.09860, -1.16076], [3.24907, 4.67364, 0.53507], [2.51250, 3.64594, -0.24884], [2.92553, 3.14902, -1.45782], [2.15701, 2.15688, -2.08414], [1.03309, 1.69258, -1.52419], [0.59829, 2.23522, -0.40253], [-0.97112, 1.91588, 0.23206], [1.34040, 3.17652, 0.24129], [2.53755, 1.61856, -3.41614], [4.29623, 4.69904, 0.24597], [3.17173, 4.48890, 1.60701], [2.82827, 5.66432, 0.34421], [3.82622, 3.52822, -1.91932], [0.94780, 3.55345, 1.09599], [3.57176, 1.27096, -3.42945], [2.45752, 2.42016, -4.15531], [1.86171, 0.81632, -3.70141], [0.13344, -1.46191, 0.07303], [0.56460, -2.12020, -2.16696], [2.51912, -1.32920, -2.51920], [3.09387, -0.51370, -1.55447], [4.35229, 0.01969, -1.79359], [5.01953, -0.26111, -2.98000], [4.43385, -1.08096, -3.93525], [3.17598, -1.62232, -3.70858], [0.49119, -4.23344, -1.91592], [1.67433, -4.95165, -1.81247], [1.60229, -6.30424, -1.51218], [0.36888, -6.90866, -1.31061], [-0.80490, -6.17279, -1.42181], [-0.75240, -4.82218, -1.72730], [-1.02888, -1.34170, -3.35820], [-1.19695, -1.84165, -4.64424], [-2.21770, -1.32980, -5.43277], [-3.04855, -0.33662, -4.93293], [-2.86960, 0.14487, -3.64156], [-1.85567, -0.35739, -2.83879], [2.56990, -0.30233, -0.62952], [4.82381, 0.65125, -1.05123], [6.00165, 0.15645, -3.15740], [4.95727, -1.30157, -4.85586], [2.72507, -2.26538, -4.45541], [2.63548, -4.47685, -1.97089], [2.51096, -6.88623, -1.43837], [0.32032, -7.96053, -1.06368], [-1.76248, -6.65328, -1.27330], [-1.66611, -4.24772, -1.82640], [-0.54959, -2.61784, -5.03569], [-2.36019, -1.70570, -6.43689], [-3.83863, 0.06434, -5.55368], [-3.51500, 0.92772, -3.26234], [-1.70570, 0.02984, -1.84004], [2.09639, 2.31094, 4.37816], [2.03866, 1.28034, 3.29779], [3.22755, 0.38504, 3.13678], [1.06996, 1.20062, 2.55071], [2.96947, 2.95334, 4.23854], [2.23564, 1.82259, 5.34501], [1.19183, 2.91454, 4.40229], [3.63465, 0.08056, 4.10038], [4.01433, 0.95344, 2.63130], [2.98423, -0.48763, 2.53262]], "forces_ev_per_a": [[-1.80, 3.45, 0.12], [0.09, -0.18, 0.04], [-0.03, -0.26, -0.30], [1.34, -0.22, 0.21], [0.48, -0.37, 0.50], [-1.10, 1.15, 0.14], [1.64, -1.96, -1.00], [-0.45, 0.48, 0.12], [0.23, -0.40, 0.11], [-0.14, 0.11, -0.14], [0.09, -0.06, -0.02], [-0.09, 0.04, 0.09], [0.03, -0.09, -0.06], [-0.31, 0.04, -1.02], [-0.35, -0.15, -0.34], [0.06, -0.04, 0.02], [0.01, 0.06, 0.06], [0.04, -0.09, 0.04], [-0.04, -0.11, -0.13], [0.11, 0.45, 0.40], [0.06, -0.10, -0.03], [-0.03, 0.01, -0.01], [0.12, 0.29, 0.07], [-0.01, -0.03, 0.01], [-0.01, -0.04, -0.01], [0.03, 0.02, -0.01], [0.00, 0.01, -0.02], [-0.01, 0.04, -0.02], [-0.03, -0.02, 0.01], [0.01, 0.01, -0.01], [-0.01, 0.02, 0.00], [-0.08, 0.17, 0.05], [0.08, 0.03, -0.03], [-0.07, -0.10, -0.02], [0.06, 0.28, -0.09], [-0.32, 0.09, 0.07], [0.60, 0.05, -0.27], [-0.48, -1.15, 0.82], [-0.04, -0.11, -0.26], [-0.31, 0.52, -0.41], [0.01, -0.01, 0.02], [0.03, -0.02, 0.00], [-0.01, -0.02, -0.02], [0.03, -0.03, 0.02], [0.03, -0.01, 0.07], [-0.52, 0.40, -0.18], [-0.06, 0.06, 0.01], [0.07, 0.19, -0.03], [0.73, -0.89, 0.66], [-0.61, 0.37, 0.43], [-0.45, -0.41, 0.08], [0.26, -0.34, 0.23], [0.31, -0.53, 0.26], [0.19, -0.32, 0.21], [0.11, -0.04, -0.03], [-0.05, -0.07, 0.02], [0.14, 0.81, -0.18], [0.06, 0.03, -0.05], [0.05, -0.05, -0.01], [0.01, 0.05, 0.01], [-0.05, -0.02, 0.00], [-0.07, 0.01, -0.07], [0.68, -0.44, 0.16], [-0.01, 0.04, -0.01], [-0.01, -0.02, -0.06], [0.00, -0.01, 0.02], [-0.05, -0.01, -0.01], [-0.01, 0.04, -0.03], [0.03, -0.06, -0.02], [-0.01, 0.00, 0.02], [0.02, -0.01, -0.02], [-0.01, -0.01, 0.00], [0.04, 0.01, -0.03], [0.01, -0.02, 0.03], [0.00, 0.00, 0.01], [0.00, -0.01, -0.03], [0.00, 0.00, -0.01], [-0.01, -0.02, 0.03], [-0.04, -0.01, -0.03], [-0.01, 0.00, 0.00], [0.01, 0.00, 0.00], [0.01, 0.03, -0.01], [0.11, 0.06, 0.06], [-0.13, 0.17, -0.07], [0.38, -0.22, 0.05], [-0.08, -0.15, -0.03], [-0.56, -0.36, -0.13], [0.03, -0.04, 0.02], [0.02, -0.04, -0.02], [0.00, -0.01, -0.03], [0.00, 0.02, 0.01], [0.00, 0.02, 0.02], [-0.01, 0.03, -0.03]], "total_charge": 3, "e_homo_ev": [-15.37, -15.37], "multiplicity": 2, "e_tot_ev": -86410.6141, "orbital_gap_ha": [0.2356, 0.2383], "de_lowest_kcal_mol": 39.01, "e_lumo_ev": [-9.0, -8.9]}

***

3.
{"formula": "C26H50N2Si5Tl", "method": "ωB97M-V with the def2-TZVPD basis set", "elements": ["Tl", "C", "Si", "C", "C", "C", "C", "C", "C", "C", "C", "N", "Si", "C", "C", "C", "H", "H", "H", "H", "H", "H", "H", "H", "H", "H", "H", "H", "H", "H", "H", "H", "H", "H", "H", "H", "H", "H", "C", "Si", "C", "C", "C", "Si", "C", "C", "C", "Si", "C", "C", "C", "C", "C", "C", "C", "N", "H", "H", "H", "H", "H", "H", "H", "H", "H", "H", "H", "H", "H", "H", "H", "H", "H", "H", "H", "H", "H", "H", "H", "H", "H", "H", "H", "H"], "coordinates": [[-0.09648, -0.06088, -0.01652], [-3.30433, -0.23990, 1.22593], [-3.00601, -1.62375, 0.00790], [-3.51937, -1.03092, -1.67489], [-4.06734, -3.08324, 0.46945], [-1.16460, -2.08404, 0.13520], [-0.82521, -2.29722, 1.59653], [-1.26328, -3.46157, 2.24000], [-0.97864, -3.65463, 3.57736], [-0.25821, -2.68877, 4.26338], [0.14456, -1.57105, 3.56668], [-0.12614, -1.37583, 2.26812], [-0.17928, -3.31005, -0.93148], [1.58756, -3.22835, -0.35614], [-0.82824, -5.04224, -0.69600], [-0.21116, -2.93852, -2.75253], [-4.36752, 0.00906, 1.27786], [-2.77650, 0.67987, 0.94873], [-2.98160, -0.51199, 2.23500], [-4.60413, -0.89234, -1.67680], [-3.28419, -1.75112, -2.46296], [-3.06697, -0.07380, -1.93175], [-5.11748, -2.84022, 0.28653], [-3.97121, -3.35121, 1.52344], [-3.82702, -3.96629, -0.12899], [-1.82371, -4.19875, 1.68188], [-1.31999, -4.55032, 4.08139], [-0.02061, -2.80183, 5.31159], [0.70298, -0.78665, 4.05641], [1.67441, -3.42815, 0.71591], [2.02830, -2.24717, -0.54465], [2.20308, -3.96541, -0.87889], [-0.55284, -5.46680, 0.27148], [-0.40519, -5.68872, -1.46927], [-1.91650, -5.09003, -0.79074], [0.33930, -2.03018, -3.00569], [-1.22719, -2.85415, -3.14595], [0.26904, -3.76879, -3.27721], [-0.86685, 1.93915, 2.65330], [0.88480, 2.30596, 2.12447], [2.04278, 1.40400, 3.26995], [1.27287, 4.12631, 2.26139], [1.15273, 1.81478, 0.31225], [2.85174, 1.09865, -0.11753], [2.89117, 0.61334, -1.92553], [3.23808, -0.44220, 0.88622], [4.16197, 2.38123, 0.20840], [0.43117, 3.00609, -0.92843], [1.63307, 4.35313, -1.37894], [-1.21502, 3.72881, -0.41777], [-0.04813, 2.14104, -2.53841], [-0.08568, 2.81978, -3.75515], [-0.61086, 2.19713, -4.87351], [-1.09272, 0.90270, -4.75299], [-1.01325, 0.28372, -3.52053], [-0.50439, 0.88630, -2.43883], [-1.02208, 2.21557, 3.70059], [-1.08564, 0.87183, 2.57246], [-1.60344, 2.48603, 2.06003], [1.88170, 1.74561, 4.29642], [3.08868, 1.59990, 3.02090], [1.89864, 0.32628, 3.24438], [1.17004, 4.46883, 3.29468], [0.62431, 4.74809, 1.64178], [2.30517, 4.31604, 1.95168], [2.12208, -0.12532, -2.17884], [3.86162, 0.17177, -2.16862], [2.74426, 1.47179, -2.58742], [2.35331, -0.96438, 1.25877], [3.85004, -0.19704, 1.75683], [3.80782, -1.15124, 0.28050], [3.97349, 3.30045, -0.34966], [5.14256, 2.00386, -0.09597], [4.22191, 2.63967, 1.26898], [2.04535, 4.83015, -0.48666], [1.14022, 5.13412, -1.96424], [2.46797, 3.96769, -1.96977], [-1.17946, 4.31079, 0.50474], [-1.96353, 2.93978, -0.28724], [-1.57663, 4.38968, -1.21047], [0.29660, 3.83100, -3.81797], [-0.65328, 2.71651, -5.82278], [-1.52245, 0.37844, -5.59510], [-1.37101, -0.71990, -3.38664]], "forces_ev_per_a": [[0.07, 0.18, -0.07], [0.02, 0.06, 0.11], [-0.11, -0.26, 0.08], [0.04, -0.05, -0.23], [-0.07, -0.17, 0.04], [0.79, 1.37, 0.27], [-0.30, -0.64, 0.06], [0.00, -0.01, -0.05], [-0.06, -0.11, -0.05], [0.00, -0.01, 0.05], [-0.08, 0.00, -0.14], [0.02, -0.07, -0.03], [-0.15, -0.25, 0.09], [0.13, -0.05, 0.10], [-0.12, -0.14, 0.04], [-0.12, 0.14, -0.14], [0.03, -0.02, -0.04], [-0.08, 0.00, 0.01], [-0.03, 0.03, -0.03], [0.04, 0.00, 0.02], [-0.03, 0.04, 0.01], [-0.01, 0.04, -0.02], [0.03, 0.00, 0.01], [-0.03, 0.01, -0.05], [-0.05, 0.03, 0.03], [0.02, 0.03, 0.07], [0.02, 0.02, -0.01], [0.02, 0.03, -0.02], [-0.06, -0.03, 0.08], [0.02, 0.02, -0.04], [0.04, -0.05, -0.07], [-0.04, 0.02, -0.01], [-0.01, 0.01, -0.05], [0.00, 0.00, 0.03], [0.06, -0.03, -0.01], [0.01, -0.03, -0.02], [0.04, -0.03, -0.02], [0.01, 0.03, 0.03], [-0.16, 0.08, 0.06], [0.09, 0.18, -0.12], [0.21, -0.04, 0.06], [0.05, 0.15, 0.03], [-0.80, -1.30, -0.26], [0.15, 0.25, 0.03], [-0.03, 0.01, -0.12], [0.08, -0.04, 0.09], [0.13, 0.11, 0.00], [0.18, 0.35, 0.04], [0.10, 0.20, 0.01], [-0.12, 0.04, 0.18], [0.07, 0.03, -0.03], [0.06, -0.03, 0.04], [-0.02, 0.03, -0.04], [0.02, -0.01, -0.01], [0.12, 0.30, 0.00], [-0.21, -0.37, -0.05], [0.03, 0.02, -0.04], [0.01, 0.09, 0.07], [0.02, -0.01, 0.04], [-0.02, 0.01, -0.03], [-0.05, 0.02, 0.07], [0.12, 0.08, -0.07], [0.00, -0.02, -0.03], [0.03, 0.01, 0.05], [-0.03, 0.00, 0.04], [0.05, 0.00, -0.03], [-0.03, 0.01, 0.02], [-0.01, -0.06, 0.01], [0.06, -0.02, 0.04], [-0.04, 0.01, -0.04], [0.00, 0.04, 0.02], [0.05, -0.04, 0.03], [-0.02, 0.01, 0.03], [0.01, -0.01, -0.05], [-0.02, -0.01, -0.06], [0.02, -0.02, 0.01], [-0.03, 0.02, 0.02], [-0.02, -0.03, -0.04], [0.00, 0.04, -0.02], [0.02, -0.04, 0.00], [-0.03, -0.02, -0.01], [0.01, -0.03, 0.01], [0.02, 0.00, 0.00], [-0.07, -0.13, 0.00]], "total_charge": 1, "e_homo_ev": -11.52, "multiplicity": 1, "e_tot_ev": -74835.2099, "orbital_gap_ha": 0.3252, "e_lumo_ev": -2.7}